1.
Formula: C84H196O42
Source: OMol25
Level of theory: ωB97M-V/def2-TZVPD

Structure (XYZ):
```
322
Properties=species:S:1:pos:R:3:mulliken_charge:R:1
C -8.53690 1.58990 -1.06237 -0.260
O -8.48269 2.31984 0.05202 -0.473
C -8.16505 1.69267 1.33428 -0.694
C -6.61522 1.81898 1.27532 0.311
O -5.90712 0.62888 1.20068 -0.369
C -4.46909 0.75659 1.19217 -0.282
C -3.87032 1.33440 2.44052 -0.181
O -4.03745 2.63328 2.72194 -0.380
C -3.53047 3.02927 3.99995 -0.383
H -8.95421 2.25701 -1.81663 0.346
H -9.05169 0.66662 -0.79660 0.299
H -7.57482 1.30524 -1.48836 -0.130
H -8.41892 0.63320 1.36896 0.290
H -8.71889 2.32573 2.02752 0.279
H -6.30676 2.40323 2.14228 0.071
H -6.35323 2.37675 0.37624 0.119
H -4.20477 1.37933 0.33752 0.146
H -4.06128 -0.23599 1.00090 0.244
H -2.91314 0.84798 2.62835 0.233
H -4.43791 0.89180 3.25909 0.438
H -3.42086 2.33540 4.83340 0.060
H -3.91068 4.00872 4.29012 0.307
H -2.53378 3.44640 3.85608 -0.171
C -5.92808 -0.79778 -2.14771 -0.053
O -7.29008 -0.96678 -2.61268 -0.432
C -7.53553 -0.23246 -3.84960 -0.379
C -7.36937 -0.99365 -5.15333 -0.798
O -5.99667 -1.28975 -5.21694 0.084
C -5.70508 -2.48342 -5.86181 -1.064
C -4.22064 -2.77884 -6.01060 0.117
O -3.99675 -4.19670 -5.97547 -0.431
C -2.74388 -4.52421 -6.47572 -0.778
H -5.17558 -1.11589 -2.86929 0.021
H -5.73777 -1.30067 -1.19956 0.281
H -5.78791 0.26941 -1.97577 -0.029
H -7.05616 0.74489 -3.79389 0.244
H -8.61240 -0.06634 -3.82060 0.402
H -7.64234 -0.46638 -6.06743 0.352
H -8.01895 -1.85097 -4.97682 0.392
H -6.23176 -2.45048 -6.81555 0.366
H -6.16242 -3.36121 -5.40528 0.590
H -3.78717 -2.29417 -5.13578 -0.150
H -3.85423 -2.38938 -6.96043 0.319
H -2.74894 -4.44998 -7.56318 0.362
H -2.49445 -5.55209 -6.21238 0.349
H -1.92354 -3.89725 -6.12636 0.307
C 11.96610 1.50849 5.36320 -0.768
O 10.73498 2.25962 5.70608 -0.335
C 9.92233 1.39940 6.52992 -0.550
C 8.57937 2.04983 6.83437 -0.641
O 7.58357 2.48017 5.91165 -0.433
C 6.99046 1.43070 5.13936 -0.359
C 6.07074 1.97624 4.03312 -0.644
O 5.08624 0.99947 3.72992 -0.240
C 4.06361 1.49024 2.82467 -0.507
H 12.74139 1.88659 6.02958 0.281
H 12.22314 1.65690 4.31439 0.255
H 11.94622 0.44112 5.58326 0.340
H 10.44237 1.21945 7.47082 0.385
H 9.77778 0.43674 6.03953 0.388
H 8.73296 2.83224 7.57757 0.490
H 8.09640 1.38985 7.55496 0.378
H 6.53137 0.61090 5.69190 0.308
H 7.93357 1.10851 4.69794 0.316
H 6.60614 2.22833 3.11775 0.320
H 5.63520 2.86574 4.48832 0.326
H 4.33645 2.45485 2.39669 0.408
H 3.16177 1.40909 3.43147 0.136
H 4.00532 0.89957 1.91044 0.104
C -3.97518 2.16876 7.99645 -0.884
O -2.59953 2.41342 8.18821 -0.322
C -1.75538 1.28781 7.70447 0.244
C -0.33611 1.63035 7.97860 -0.031
O 0.44948 0.66567 7.19642 -0.069
C 1.70470 0.24674 7.86671 -0.097
C 2.60918 -0.39934 6.88346 -0.482
O 3.88871 -0.79145 7.35078 -0.416
C 4.56518 -1.81314 6.69326 -0.621
H -4.65449 2.99405 8.20987 0.321
H -4.35234 1.51470 8.78263 0.346
H -4.23396 1.67034 7.06226 0.308
H -2.05863 1.21979 6.65971 -0.521
H -2.04684 0.32389 8.12164 0.392
H -0.21750 1.44210 9.04564 0.344
H -0.23703 2.65930 7.63286 -0.136
H 1.45870 -0.47675 8.64398 0.226
H 2.25847 1.09328 8.27266 0.075
H 2.75238 0.19588 5.98162 0.078
H 2.14231 -1.30274 6.49103 0.708
H 5.43395 -2.09762 7.28690 0.275
H 4.95791 -1.26291 5.83821 0.151
H 4.03129 -2.69963 6.35091 0.297
C 1.28079 -4.15161 -4.46677 -0.938
O 1.20486 -4.39834 -5.83454 -0.248
C 2.38962 -3.86332 -6.51338 -0.313
C 2.34605 -4.25189 -8.01275 -0.784
O 2.50796 -5.67083 -8.35655 -0.441
C 1.67747 -6.54949 -7.82217 0.162
C 1.76713 -7.88341 -8.59549 -0.706
O 1.09046 -9.06438 -7.95654 -0.301
C 0.90721 -10.14340 -8.83389 -0.694
H 0.51807 -4.78337 -4.01156 0.382
H 1.24027 -3.09199 -4.21445 0.295
H 2.16518 -4.70218 -4.14608 0.368
H 3.13885 -4.41651 -5.94705 0.374
H 2.54338 -2.79772 -6.34319 0.420
H 3.18068 -3.74109 -8.49294 0.254
H 1.53140 -3.81328 -8.58900 0.379
H 0.64438 -6.23154 -7.96266 0.079
H 1.69629 -6.46850 -6.73535 0.212
H 2.77706 -8.28212 -8.49972 0.319
H 1.61121 -7.63851 -9.64611 0.336
H 0.34406 -9.78354 -9.69497 0.313
H 0.37136 -10.86830 -8.22113 0.218
H 1.83024 -10.56449 -9.23241 0.281
C 3.95766 -2.90704 0.65802 -0.871
O 3.62513 -4.11893 -0.11581 0.445
C 3.43809 -5.19548 0.82754 -0.609
C 3.19111 -6.44355 0.09027 -0.332
O 2.07887 -7.15669 0.69764 -0.375
C 1.67142 -8.15943 -0.22165 -0.280
C 0.50515 -9.12024 0.13502 -0.573
O 0.45152 -10.07434 -1.05571 -0.265
C 0.01797 -11.27794 -0.64934 -0.714
H 3.03523 -2.75025 1.21715 0.195
H 4.11576 -2.00528 0.06646 -0.017
H 4.83072 -3.01998 1.30077 0.383
H 2.50184 -5.13437 1.38232 0.128
H 4.22640 -5.22663 1.57968 0.400
H 4.12637 -6.99194 0.20275 0.390
H 3.01032 -6.18667 -0.95349 0.105
H 2.56811 -8.70747 -0.51091 0.286
H 1.26023 -7.76387 -1.15039 0.193
H -0.41416 -8.53476 0.14805 0.270
H 0.62877 -9.49369 1.15156 0.417
H 0.02804 -11.99669 -1.46872 0.226
H -0.96519 -11.10942 -0.20991 0.277
H 0.72142 -11.64403 0.09848 0.313
C -1.50369 -1.17260 -2.66037 -0.914
O -1.00568 -1.40107 -1.37941 -0.042
C 0.33441 -2.06852 -1.39799 0.649
C 0.21194 -3.15557 -0.41265 -0.851
O 0.65675 -2.85179 0.91071 0.047
C -0.32508 -2.21009 1.69157 0.490
C 0.37550 -1.26428 2.65712 -0.947
O -0.59535 -0.61879 3.35280 -0.094
C -0.22346 0.54130 4.13127 -0.076
H -2.34584 -0.48060 -2.66424 0.194
H -1.87517 -2.08512 -3.12665 0.370
H -0.76307 -0.69949 -3.30514 0.311
H 1.21514 -1.46649 -1.17446 0.144
H 0.35069 -2.62373 -2.33585 -0.480
H 0.84392 -3.95091 -0.80774 0.306
H -0.79804 -3.56472 -0.38750 0.346
H -0.99041 -2.91928 2.18397 -0.267
H -0.99721 -1.55610 1.13601 0.126
H 1.17392 -0.66452 2.22018 0.341
H 1.09413 -1.84195 3.23846 0.241
H 0.39044 0.19141 4.96121 0.239
H -1.14710 0.90168 4.58417 -0.523
H 0.29514 1.34334 3.60601 0.281
C 5.34364 7.95211 11.02445 -0.781
O 5.25337 6.55190 11.21746 -0.309
C 6.42617 5.74292 11.02678 -0.680
C 5.98870 4.63425 10.03106 -0.066
O 5.17289 3.64431 10.60483 -0.426
C 4.80705 2.46140 9.82477 -0.729
C 4.35882 2.92340 8.35566 0.041
O 3.27255 3.84366 8.39718 -0.381
C 2.95638 4.32708 7.12548 -0.315
H 5.68133 8.21665 10.02240 0.321
H 6.05611 8.32760 11.75895 0.321
H 4.38970 8.47914 11.00685 0.257
H 6.83136 5.23256 11.90053 0.338
H 7.20808 6.27407 10.48402 0.397
H 6.82669 3.96748 9.82784 0.230
H 5.61684 4.95627 9.05836 0.191
H 4.10378 1.85330 10.39375 0.264
H 5.72703 1.88884 9.70681 0.362
H 3.88989 2.07637 7.85492 -0.115
H 5.22162 3.19337 7.74673 0.529
H 1.98824 4.82610 7.08314 -0.178
H 3.01696 3.59218 6.32276 0.200
H 3.55816 5.20022 6.87335 0.444
C -0.33384 3.48761 -5.18476 -0.367
O -0.12424 2.25106 -5.99349 -0.013
C 1.23703 1.76810 -5.91032 -0.257
C 1.61620 0.61432 -6.83000 -0.641
O 3.00585 0.28828 -6.81865 -0.274
C 3.87937 1.09692 -7.62837 -0.687
C 4.38750 0.33436 -8.87680 -0.273
O 4.55140 1.18462 -10.04522 -0.399
C 4.86596 0.49584 -11.29641 -0.682
H -0.24707 3.32136 -4.11102 0.361
H -1.31907 3.94351 -5.28256 -0.306
H 0.43070 4.23863 -5.38372 0.361
H 1.48718 1.54125 -4.87395 0.149
H 1.93452 2.59035 -6.07011 0.238
H 1.26708 0.90002 -7.82228 0.390
H 1.08788 -0.33658 -6.76103 0.373
H 4.75191 1.33201 -7.01886 0.356
H 3.51473 2.10107 -7.84477 0.398
H 3.80599 -0.52969 -9.19831 0.281
H 5.39537 -0.01938 -8.65962 0.266
H 4.18380 0.92865 -12.02813 0.241
H 4.81114 -0.59214 -11.25891 0.318
H 5.86757 0.77679 -11.62189 0.243
C -7.02413 6.25839 -4.84192 -0.774
O -5.63431 5.93798 -4.69276 -0.397
C -5.41191 4.61715 -4.19665 -0.474
C -3.88195 4.25941 -4.22796 -0.315
O -3.14534 4.89464 -3.20504 -0.467
C -3.08081 4.15188 -1.91996 -0.293
C -1.98448 4.75238 -1.05156 -0.201
O -1.94863 3.97324 0.19268 -0.073
C -1.00746 4.52096 1.06517 -0.183
H -7.18334 7.26760 -5.22172 0.266
H -7.56232 6.08715 -3.90965 0.298
H -7.43146 5.60298 -5.61175 0.308
H -5.97858 3.82375 -4.68399 0.380
H -5.75258 4.63553 -3.16142 0.390
H -3.28500 4.56982 -5.08551 0.103
H -3.80305 3.17477 -4.30150 0.473
H -2.75550 3.11584 -2.01427 0.224
H -4.02754 4.19969 -1.38188 0.168
H -2.53867 5.63046 -0.72000 -0.092
H -1.01177 4.94501 -1.50414 0.422
H -0.02626 4.04829 1.02124 0.241
H -1.33055 4.39507 2.09855 -0.512
H -0.84917 5.57290 0.82756 0.452
C -5.48575 0.69861 -8.11410 -0.646
O -4.28215 1.01578 -8.91266 -0.456
C -3.25766 1.64970 -8.17022 -0.321
C -3.26056 3.17805 -8.06368 -0.018
O -2.76027 3.72445 -9.28240 -0.330
C -3.86836 3.77829 -10.25596 -0.318
C -3.31103 4.21511 -11.68528 -0.694
O -3.19435 5.58594 -11.75366 -0.415
C -1.93559 5.98717 -11.05289 -0.610
H -6.00050 1.63782 -7.91157 0.318
H -5.25548 0.11863 -7.22040 0.186
H -6.13918 0.16441 -8.80385 0.341
H -2.35541 1.31721 -8.68355 0.202
H -3.28618 1.14215 -7.20601 0.317
H -2.56089 3.43491 -7.26833 -0.106
H -4.20155 3.67458 -7.82683 0.315
H -4.47999 4.63283 -9.96657 0.335
H -4.31218 2.79300 -10.39855 0.366
H -3.93753 3.91062 -12.52365 0.372
H -2.34918 3.72088 -11.82197 0.321
H -1.08732 5.41274 -11.42515 0.281
H -1.90526 5.86616 -9.97006 0.137
H -1.73206 7.05535 -10.97776 0.350
C 3.17754 1.81657 -1.26304 -0.467
O 4.27300 0.89506 -1.52616 -0.139
C 4.70159 0.76603 -2.89327 -0.291
C 5.91869 -0.12014 -3.05336 -0.855
O 5.56331 -1.43473 -2.70728 -0.066
C 6.39261 -2.28897 -1.92118 -0.839
C 5.70577 -3.64264 -2.02040 0.087
O 6.10545 -4.37959 -3.18939 -0.428
C 5.86921 -5.76246 -3.17093 -0.736
H 3.33359 2.79406 -1.71940 0.382
H 2.98769 1.87121 -0.19109 -0.037
H 2.25679 1.30278 -1.53932 0.189
H 4.96460 1.74786 -3.28687 0.418
H 3.80235 0.40894 -3.39522 0.167
H 6.67327 0.24882 -2.35867 0.378
H 6.25424 -0.01334 -4.08491 0.291
H 6.45072 -1.98902 -0.87487 0.387
H 7.41933 -2.34871 -2.28224 0.397
H 4.62916 -3.49929 -2.11243 0.050
H 6.01355 -4.22267 -1.15038 0.297
H 4.81987 -6.05516 -3.20729 0.190
H 6.08425 -6.20847 -2.19988 0.327
H 6.52209 -6.23709 -3.90343 0.330
C -4.49370 -3.29150 3.22838 -0.805
O -3.12163 -3.65420 3.36451 -0.214
C -2.98740 -4.92442 2.96017 -0.467
C -3.62227 -6.02862 3.96064 -0.741
O -3.33173 -6.02451 5.39576 -0.257
C -4.01250 -7.03068 6.07290 -0.590
C -3.36827 -7.38920 7.38599 -0.590
O -4.02118 -6.79066 8.51801 -0.325
C -3.95928 -7.64036 9.68163 -0.872
H -4.70275 -2.85684 2.25090 0.320
H -4.65817 -2.60248 4.05682 0.209
H -5.14110 -4.11277 3.53578 0.321
H -1.92511 -5.08912 2.77985 0.384
H -3.49326 -5.16748 2.02575 0.336
H -3.08125 -6.93086 3.67542 0.409
H -4.69851 -6.13305 3.82315 0.364
H -4.20656 -7.95345 5.52613 0.395
H -5.02045 -6.67560 6.28749 0.343
H -2.27891 -7.41042 7.35506 0.398
H -3.44173 -8.47554 7.43652 0.335
H -4.36708 -8.64082 9.53706 0.345
H -4.49305 -7.30449 10.57065 0.301
H -2.98939 -8.00949 10.01503 0.353
C -3.63329 7.85053 0.92605 -0.778
O -3.47273 8.12403 2.29457 -0.470
C -3.53271 6.98292 3.08486 0.099
C -3.17794 7.27034 4.49800 -0.640
O -3.05766 6.11074 5.29655 -0.157
C -2.30517 6.20129 6.56267 -0.893
C -0.75136 6.05758 6.60197 -0.549
O -0.38329 4.78422 6.06788 -0.113
C -0.36682 4.68155 4.66405 0.379
H -4.16632 8.67305 0.44916 0.379
H -4.17758 6.95722 0.61967 0.295
H -2.65989 7.77852 0.44086 0.275
H -3.03215 6.12843 2.62944 -0.057
H -4.60291 6.77624 3.09295 0.326
H -3.94205 7.89387 4.96218 0.399
H -2.21687 7.77658 4.58841 0.348
H -2.69315 5.37614 7.15992 0.227
H -2.76482 7.05135 7.06687 0.526
H -0.44732 6.25757 7.62943 0.450
H -0.39076 6.90337 6.01656 0.410
H -0.66244 3.64575 4.49725 -0.508
H 0.64732 4.91291 4.33835 0.375
H -1.05717 5.34058 4.13754 -0.057
```

Output
- HOMO (eV) = -8.80
- energy above the lowest of the compared OMol25 structures with the same formula, charge and spin (kcal per mole) = 328.14
- DFT total energy (eV) = -176242.7811
- gap between HOMO and LUMO (eV) = 9.159



2.
Formula: C46H50BrNO2P2Yb
Source: OMol25
Level of theory: ωB97M-V/def2-TZVPD

Structure (XYZ):
```
103
Properties=species:S:1:pos:R:3:mulliken_charge:R:1
Yb 0.98304 -0.33123 0.64411 0.581
C 4.33018 -1.76910 1.34507 -0.564
C 4.26239 -2.67933 2.40157 -0.580
C 3.45676 -2.35470 3.50790 -0.613
C 2.67877 -1.20558 3.56260 -0.292
C 2.77846 -0.26692 2.54687 0.042
C 3.58210 -0.55249 1.42110 -0.555
H 4.82297 -2.00603 0.36643 0.428
H 4.84183 -3.59779 2.34386 0.470
H 3.52299 -3.01112 4.38995 0.398
H 2.03017 -1.08999 4.40116 0.561
H 2.26049 0.74067 2.60884 0.280
H 3.59686 0.13613 0.49335 0.721
C -1.12891 5.30462 0.27732 -0.959
C -1.64575 4.51478 1.49954 -1.129
P -0.44134 3.25680 1.95573 0.656
C 0.97440 3.71387 2.93654 0.619
C 2.15881 3.75541 2.20916 -0.340
C 3.33764 3.96474 2.87884 -0.831
C 3.36621 4.05083 4.27576 -0.769
C 2.16954 3.98927 4.99388 -0.754
C 0.95129 3.90590 4.29315 -0.319
C -1.36049 1.81944 2.41797 0.689
C -2.51154 1.39723 1.66398 -0.665
C -3.21735 0.28541 2.07273 -0.892
C -2.87772 -0.38542 3.25998 -0.656
C -1.78138 0.06527 4.01143 -0.584
C -0.99670 1.17554 3.62246 -0.097
P -0.12634 4.20595 -0.79093 1.184
C 1.34624 5.03650 -1.35178 0.407
C 1.68064 6.27072 -0.81745 -0.295
C 3.04415 6.60350 -0.79528 -0.713
C 4.02616 5.70822 -1.22629 -0.609
C 3.64199 4.55861 -1.96331 -0.578
C 2.32407 4.22685 -2.05747 -0.627
C -1.16942 3.61650 -2.12106 0.145
C -1.37125 2.27395 -2.26865 -0.029
C -2.47983 1.86368 -2.98909 -0.452
C -3.39114 2.71396 -3.65732 -0.673
C -3.12179 4.07567 -3.53560 -0.688
C -1.96547 4.52935 -2.87060 -0.423
H -0.55787 6.22844 0.56295 0.389
H -1.99872 5.67088 -0.28495 0.654
H -2.63219 4.02554 1.35044 0.514
H -1.70180 5.13972 2.38379 0.532
H 2.10794 3.60993 1.15475 0.484
H 4.25059 4.00430 2.22522 0.447
H 4.26653 4.28563 4.87394 0.439
H 2.07948 3.94539 6.06193 0.490
H -0.03610 3.80500 4.82531 0.549
H -2.76116 1.92211 0.75676 0.326
H -4.07518 0.06605 1.50098 0.586
H -3.48118 -1.27946 3.56781 0.432
H -1.49733 -0.45162 4.94290 0.435
H -0.13375 1.52837 4.20545 0.449
H 0.86429 6.95509 -0.42856 0.418
H 3.29692 7.60417 -0.35619 0.372
H 5.03736 5.95259 -1.03698 0.557
H 4.40745 3.91574 -2.40037 0.430
H 2.07010 3.23704 -2.53743 0.278
H -0.66554 1.49448 -1.91980 0.372
H -2.64462 0.75471 -3.06001 0.375
H -4.19110 2.37544 -4.33459 0.421
H -3.77374 4.82795 -3.93004 0.442
H -1.67611 5.60938 -2.92200 0.471
C -2.37074 -3.73023 -4.69792 -1.492
C -1.29353 -4.75060 -4.29870 2.113
C -1.98918 -6.03198 -4.15801 -2.102
C -0.20274 -4.74768 -5.39388 -1.690
C -0.84719 -4.32177 -2.89831 0.585
C 0.05399 -3.26056 -2.85525 -0.964
C 0.52036 -2.78380 -1.67436 -0.469
Br 2.16217 -1.73826 -1.55182 -0.123
C -0.13640 -3.12542 -0.43189 0.997
O 0.08928 -2.38173 0.61588 -0.284
C -0.96632 -4.29237 -0.42962 -0.827
C -1.42445 -4.82867 -1.69855 -0.024
C -1.25755 -5.08845 0.86769 1.993
C 0.06118 -5.88621 1.11986 -1.548
C -1.67394 -4.14350 2.06176 -1.555
C -2.47319 -6.05703 0.71303 -1.888
H -3.02623 -4.09914 -5.53652 0.401
H -1.89718 -2.78683 -5.04594 0.352
H -3.03871 -3.47366 -3.88560 0.352
H -2.32227 -6.25980 -5.13751 0.543
H -2.84139 -6.14332 -3.48389 0.351
H -1.33678 -6.88646 -3.89536 0.453
H -0.62240 -5.28660 -6.29756 0.377
H 0.73272 -5.29030 -5.14177 0.393
H 0.14754 -3.77518 -5.68878 0.379
H 0.44352 -2.81760 -3.77842 0.335
H -2.21243 -5.55692 -1.69871 0.371
H 0.89829 -5.19604 1.24942 0.324
H 0.26155 -6.62849 0.31724 0.330
H -0.00145 -6.39555 2.09029 0.449
H -0.90441 -3.35726 2.20321 0.036
H -1.85582 -4.79731 2.88884 0.597
H -2.61290 -3.66504 1.83017 0.453
H -2.25400 -6.91389 0.04847 0.363
H -3.30331 -5.54821 0.23638 0.486
H -2.87711 -6.37349 1.69752 0.384
O 1.09815 1.79870 0.25637 0.367
N 0.13686 2.88414 0.32448 -0.175
```

Output
- HOMO (alpha / beta) (eV) = -15.23 / -15.18
- charge = +3
- energy above the lowest of the compared OMol25 structures with the same formula, charge and spin (kcal per mole) = 24.64
- DFT total energy (eV) = -174222.5769
- gap between HOMO and LUMO (alpha / beta) (eV) = 7.614 / 5.671
- multiplicity = 2



DFT total energy of number 2 (C46H50BrNO2P2Yb)?
-174222.5769 eV